DFT (the ωB97M-V functional and the def2-TZVPD basis) results for a 8-piece molecular cluster, C24H66ClN4O15 overall at a distorted geometry.

Computed properties:
- Energy: -2761.5081 Eh
- Net charge: -1
- Kohn-Sham gap: 8.607 eV

```
110
C24H66ClN4O15 | the Open Molecules 2025 dataset | the ωB97M-V functional and the def2-TZVPD basis
Cl -1.50 -0.37 -0.50
O -2.06 -1.63 -0.95
O -2.41 0.30 0.40
O -0.26 -0.62 0.19
O -1.32 0.48 -1.63
C 2.05 1.18 1.97
O 3.18 1.44 1.14
C 3.22 2.71 0.56
C 3.29 3.87 1.57
N 4.48 3.66 2.37
C 4.77 4.68 3.36
C 3.75 4.83 4.47
O 3.97 3.76 5.39
C 3.32 3.95 6.61
H 1.74 0.14 1.88
H 1.21 1.78 1.60
H 2.27 1.42 3.01
H 2.41 2.84 -0.17
H 4.12 2.78 -0.06
H 2.32 3.95 2.08
H 3.36 4.80 1.00
H 4.43 2.78 2.88
H 5.03 5.64 2.89
H 5.74 4.41 3.79
H 2.73 4.77 4.07
H 3.76 5.79 5.00
H 3.56 4.91 7.08
H 3.65 3.17 7.30
H 2.22 3.89 6.57
C -0.65 3.47 -0.14
C -2.13 3.70 0.06
O -2.51 5.06 -0.29
O 0.09 3.94 0.99
H -0.34 3.90 -1.09
H -0.54 2.39 -0.12
H -2.36 3.58 1.12
H -2.77 3.07 -0.55
H -2.39 5.64 0.46
H 0.10 4.91 0.99
C 2.37 -0.06 -2.38
C 3.07 -0.79 -1.23
O 4.28 -0.21 -0.79
O 1.92 1.24 -2.06
H 1.50 -0.67 -2.65
H 3.06 -0.05 -3.24
H 3.39 -1.79 -1.55
H 2.36 -0.86 -0.40
H 4.04 0.58 -0.27
H 1.06 1.01 -1.68
C -4.53 -4.38 -1.92
C -4.04 -5.14 -3.15
O -2.70 -4.84 -3.51
O -4.68 -3.00 -2.21
H -3.87 -4.52 -1.06
H -5.53 -4.73 -1.69
H -4.74 -5.01 -3.98
H -4.09 -6.22 -2.92
H -2.36 -5.50 -4.11
H -3.81 -2.58 -2.24
C 3.76 -5.81 1.69
C 4.04 -5.73 0.17
C 3.20 -4.70 -0.54
O 1.84 -4.99 -0.32
C 0.95 -3.90 -0.52
N 5.49 -5.58 -0.08
H 4.38 -6.54 2.21
H 2.76 -6.24 1.80
H 3.80 -4.84 2.19
H 3.78 -6.73 -0.21
H 3.41 -4.80 -1.61
H 3.42 -3.70 -0.14
H 1.09 -3.20 0.30
H -0.05 -4.33 -0.47
H 0.99 -3.50 -1.54
H 5.71 -4.60 0.09
H 5.99 -6.11 0.61
C -7.29 2.82 1.65
C -5.80 2.60 1.56
C -5.10 2.46 2.89
O -5.23 3.61 3.68
C -4.54 3.48 4.89
N -5.48 1.52 0.63
H -7.77 1.99 2.18
H -7.76 2.89 0.66
H -7.58 3.69 2.25
H -5.42 3.53 1.08
H -4.05 2.14 2.76
H -5.58 1.57 3.34
H -4.92 2.61 5.44
H -4.64 4.33 5.55
H -3.47 3.28 4.73
H -5.94 1.72 -0.25
H -4.47 1.53 0.46
C -1.08 -0.38 -5.43
C -1.35 -1.84 -5.11
C -0.24 -2.59 -4.37
O 1.01 -2.27 -4.92
C 2.09 -2.98 -4.36
N -2.66 -1.91 -4.45
H -0.89 0.14 -4.48
H -1.90 0.05 -5.99
H -0.16 -0.30 -6.02
H -1.50 -2.38 -6.06
H -0.49 -3.65 -4.48
H -0.28 -2.30 -3.31
H 2.00 -2.81 -3.28
H 3.03 -2.50 -4.65
H 2.19 -4.04 -4.61
H -2.53 -1.38 -3.60
H -2.99 -2.85 -4.25
```